Here is a structure of composition C20H41AsF4NO4S from the OMol25 dataset. Energies are from ωB97M-V/def2-TZVPD.

As for the electronic energy: -4175.75769 hartree. Its molecular weight is 542.53 g mol⁻¹. For the HOMO energy, the calculation gives -5.4 eV. As for the frontier orbital gap: 0.30052 Eh.

Structure (ORCA input):
```
! RIJCOSX wB97M-V def2-TZVPD def2/J DEFGRID3
* xyz -1 1
C 4.0345 -1.3363 1.6400
C 4.7283 0.0208 1.4336
C 4.5902 0.4243 -0.0395
C 5.6322 -0.2466 -0.9381
C 5.2149 -0.5116 -2.4071
C 4.0210 0.2963 -2.9354
C 2.7291 -0.5315 -3.1175
C 2.3739 -1.4368 -1.9288
C 1.5580 -2.6546 -2.4239
C 0.0594 -2.3417 -2.3767
C -0.4814 -2.3750 -0.9344
C -1.6956 -1.4368 -0.8332
As -2.0983 -0.7175 1.0016
F -3.6926 -1.6265 0.9829
S -2.7574 0.0304 3.0994
C -1.2558 -2.3692 1.8719
O -1.6433 -2.4922 3.2816
C -0.9687 -3.3806 3.9883
F -0.3059 -4.2853 3.2967
F -0.1235 -2.7730 4.8259
F -1.8118 -4.0696 4.7693
O -2.9243 0.6887 0.1442
C -2.8411 1.9941 0.6432
C -4.1929 2.5235 1.1915
C -3.9254 3.4150 2.4246
C -4.9939 3.2761 0.1382
C -5.2648 2.4414 -1.1190
C -4.3887 4.6576 -0.2250
O -0.4010 0.1770 1.1546
N 0.0924 0.6834 -0.0016
O 0.4833 1.8011 0.1092
H 4.3272 -1.7925 2.5824
H 2.9577 -1.2168 1.6112
H 4.3059 -2.0166 0.8370
H 4.1558 0.7411 2.0127
H 5.7605 -0.0109 1.7704
H 3.5628 0.2835 -0.3538
H 4.7711 1.5005 -0.0825
H 6.5786 0.2816 -0.8957
H 5.8466 -1.2202 -0.4920
H 6.0791 -0.3056 -3.0346
H 5.0023 -1.5660 -2.5505
H 4.2841 0.6126 -3.9457
H 3.8142 1.2125 -2.3924
H 1.9360 0.2135 -3.1853
H 2.7208 -1.0595 -4.0660
H 3.2444 -1.8475 -1.4214
H 1.7949 -0.8722 -1.2076
H 1.7541 -3.5040 -1.7639
H 1.8966 -2.9478 -3.4144
H -0.0691 -1.3443 -2.7921
H -0.5161 -2.9985 -3.0288
H -0.7529 -3.3920 -0.6778
H 0.3422 -2.0108 -0.3327
H -2.5696 -2.0285 -1.0931
H -1.6667 -0.6413 -1.5622
H -1.8186 0.9517 3.3868
H -0.1776 -2.2783 1.8213
H -1.6349 -3.2662 1.4069
H -2.0457 2.2044 1.3540
H -2.6239 2.6413 -0.2208
H -4.7261 1.6451 1.5425
H -4.1304 2.8903 3.3499
H -2.9029 3.7858 2.4465
H -4.5746 4.2921 2.3777
H -5.9742 3.4695 0.5796
H -4.3371 2.0022 -1.4808
H -5.9774 1.6419 -0.9480
H -5.6048 3.1181 -1.8998
H -4.3674 4.7840 -1.3039
H -5.0276 5.4425 0.1681
H -3.3879 4.7601 0.1821
*
```

Here are the Mulliken charges for atoms 1 to 6, given in e: -0.80 -0.86 0.14 -0.76 -0.91 -0.85